Entry 1:
{"formula": "C35H46BeGe2N3OS", "method": "ωB97M-V/def2-TZVPD", "lumo_ev": -3.2, "charge": 1, "orbital_gap_ev": 7.74, "e_homo_ev": -10.91, "species": ["Be", "C", "C", "Ge", "C", "C", "C", "C", "Ge", "C", "C", "C", "C", "C", "C", "C", "C", "C", "C", "H", "H", "H", "H", "H", "H", "H", "H", "H", "H", "H", "H", "H", "H", "H", "H", "H", "H", "H", "H", "H", "H", "H", "H", "H", "H", "C", "C", "C", "N", "C", "S", "N", "C", "O", "C", "C", "C", "C", "C", "C", "H", "H", "H", "H", "H", "H", "H", "H", "H", "H", "H", "H", "H", "H", "C", "C", "C", "C", "C", "C", "C", "C", "N", "H", "H", "H", "H", "H", "H"], "xyz": [[0.2122, 0.8743, 0.7496], [1.0666, 5.8205, 0.0969], [0.1773, 4.6535, -0.0605], [1.0129, 2.9019, -0.1803], [2.0302, 2.6089, 1.5179], [3.4259, 2.0375, 1.2778], [2.0081, 2.5738, -1.8388], [1.4117, 1.7336, -2.6858], [-0.3730, 1.2617, -1.9827], [-1.6863, 2.4198, -2.7738], [-0.9911, 3.2365, -3.8993], [-0.8698, -0.6431, -2.0465], [-1.6490, -0.8942, -3.3751], [1.9378, 1.4296, -4.0109], [2.7633, 2.3693, -4.7183], [3.1541, 2.0824, -6.0155], [2.8350, 0.8713, -6.5892], [2.0614, -0.0403, -5.8854], [1.6027, 0.2050, -4.6341], [0.6266, 6.7562, 0.3952], [1.7247, 6.0258, -0.7886], [1.8193, 5.6160, 0.9379], [-0.4324, 4.7559, -0.9435], [-0.4913, 4.4342, 0.8046], [1.4711, 2.0706, 2.2967], [2.0087, 3.6334, 1.8279], [3.4450, 1.3956, 0.3945], [3.7249, 1.4341, 2.1274], [4.0779, 2.8704, 1.1648], [2.9779, 3.0013, -2.0569], [-2.1290, 3.1032, -2.0443], [-2.5008, 1.8442, -3.1898], [-0.1684, 3.7953, -3.4767], [-1.6412, 3.9969, -4.2834], [-0.6512, 2.6642, -4.7694], [-1.3550, -1.0126, -1.1154], [0.0543, -1.1996, -2.0620], [-2.7249, -0.6795, -3.2412], [-1.5079, -1.9080, -3.8247], [-1.2634, -0.1339, -4.0445], [2.9578, 3.3470, -4.2649], [3.8363, 2.7992, -6.4601], [3.1660, 0.6980, -7.5867], [1.8529, -0.9186, -6.3893], [1.0189, -0.5789, -4.1009], [0.7720, -2.0211, 5.7844], [0.3356, -3.1285, 4.8846], [-0.3788, -2.5551, 3.6551], [0.6316, -1.8674, 2.8705], [0.7694, -1.9231, 1.5364], [1.4666, -0.6875, 0.6477], [0.2970, -2.9217, 0.7584], [-0.3258, -4.2262, 0.8440], [-1.1593, -4.4894, 0.0714], [0.2024, -5.2118, 1.8471], [1.5768, -5.2968, 2.0954], [1.9594, -6.3375, 3.0071], [1.0413, -7.1240, 3.6620], [-0.2987, -7.0084, 3.4042], [-0.7765, -6.0329, 2.5030], [1.2116, -2.4116, 6.6970], [-0.0422, -1.3709, 6.0707], [1.5479, -1.4272, 5.3525], [-0.3700, -3.8385, 5.3313], [1.1918, -3.6687, 4.4495], [-1.1705, -1.8711, 3.9435], [-0.9740, -3.1919, 2.9720], [0.9480, -0.9724, 3.1899], [0.2819, -2.6434, -0.2247], [2.3278, -4.6958, 1.7230], [3.0202, -6.4735, 3.1634], [1.2496, -7.9307, 4.3874], [-1.0892, -7.6622, 3.8508], [-1.8459, -5.9750, 2.2275], [-1.0603, 1.2586, 1.9725], [-2.3551, 1.3671, 1.2088], [-2.9543, 2.5745, 0.9768], [-4.1798, 2.6182, 0.3714], [-4.8645, 1.5465, -0.0734], [-4.2780, 0.2765, 0.1214], [-3.0539, 0.2232, 0.7562], [-6.1761, 1.6783, -0.5969], [-7.2594, 1.6439, -0.9944], [-1.0638, 0.4931, 2.7869], [-0.7898, 2.2460, 2.3945], [-2.4132, 3.4838, 1.2033], [-4.6311, 3.6116, 0.2973], [-4.7843, -0.6507, -0.2656], [-2.5635, -0.7190, 0.8833]], "atomic_forces_ev_per_a": [[-0.984, 0.565, 0.874], [3.365, 0.281, 1.102], [-1.424, -1.326, 0.337], [0.220, -0.677, -1.270], [-0.639, -0.929, -0.314], [-0.908, -0.311, 0.190], [0.270, 0.123, 0.953], [-0.133, 0.164, 0.334], [0.847, -0.203, 0.995], [-0.007, 0.874, -0.803], [-0.261, -0.054, 0.372], [-0.449, -0.783, 0.480], [-0.206, 0.096, 0.722], [0.494, 0.072, -1.139], [-1.600, -0.864, 0.842], [0.879, 0.526, 0.943], [-0.204, 0.563, 0.370], [0.865, 0.883, -1.012], [-0.279, 0.491, 1.642], [-0.644, 0.252, -0.097], [-0.773, -0.273, 0.550], [-0.828, 0.324, -0.976], [-0.536, 0.015, -0.256], [0.209, 0.819, -0.436], [0.117, 0.073, -0.318], [0.329, 0.684, 0.511], [0.237, 0.136, 0.021], [0.267, -0.004, 0.109], [0.923, 0.377, -0.260], [0.155, 0.132, -0.117], [0.106, -0.120, 0.033], [-0.254, -0.299, 0.004], [0.528, -0.012, -0.039], [-0.693, 0.331, -0.232], [0.064, -0.153, 0.398], [-0.147, 0.394, -0.717], [0.593, -0.061, -0.151], [0.474, -0.252, -0.106], [-0.075, 0.836, 0.536], [-0.153, -0.175, -0.780], [0.069, -0.451, -0.198], [-0.270, -0.118, -0.476], [0.115, -0.438, -0.534], [-0.574, -1.847, -0.678], [0.445, 0.825, -0.397], [0.125, -0.234, 0.996], [-0.917, -1.018, -1.589], [-0.513, -0.280, -0.187], [-0.204, 0.459, -2.356], [-1.635, -1.451, 1.462], [1.584, 1.266, -1.068], [0.064, 0.081, -0.829], [2.001, -0.396, 2.730], [-1.961, -0.204, -1.975], [-0.789, 0.545, 0.300], [-2.169, -3.219, 2.599], [0.517, 1.350, -0.878], [-0.039, -1.244, 0.729], [-2.878, 0.924, -0.912], [1.517, -0.353, -0.457], [-0.033, -0.101, 0.179], [-0.324, 0.182, 0.072], [0.528, 0.518, -0.477], [0.395, 0.083, 0.307], [-0.225, -0.158, 0.583], [0.158, 0.724, 0.311], [0.893, -0.396, 0.649], [0.210, 0.258, 0.512], [0.008, 0.016, 0.352], [1.157, 1.286, -1.143], [0.033, -0.077, 0.201], [0.714, 0.667, -0.547], [1.130, 0.524, -0.164], [0.830, 0.122, 0.214], [0.709, -0.402, -0.890], [0.082, -1.215, 0.920], [0.760, 0.238, -0.206], [-0.304, 3.047, 0.120], [-0.005, -1.869, 0.202], [-0.415, -0.546, -0.643], [0.275, 0.262, -0.087], [-1.225, -0.479, -0.535], [0.626, 0.243, 0.160], [-0.305, 0.610, -0.522], [-0.257, -0.499, 0.029], [-0.301, 0.127, 0.303], [-0.012, -0.322, -0.226], [0.591, 1.100, 0.579], [0.072, -0.652, 0.169]]}

=====

Entry 2:
{"formula": "C37H61BO13PSi", "method": "ωB97M-V/def2-TZVPD", "lumo_ev": 2.2, "charge": -1, "orbital_gap_ev": 7.29, "e_homo_ev": -5.08, "species": ["C", "C", "P", "C", "C", "C", "C", "C", "C", "C", "C", "O", "C", "O", "C", "C", "C", "C", "C", "C", "C", "C", "C", "C", "O", "O", "C", "O", "B", "O", "O", "Si", "C", "C", "C", "H", "H", "H", "H", "H", "H", "H", "H", "H", "H", "H", "H", "H", "H", "H", "H", "H", "H", "H", "H", "H", "H", "H", "H", "H", "H", "H", "H", "H", "H", "H", "H", "H", "C", "O", "C", "C", "O", "C", "C", "O", "C", "H", "H", "H", "H", "H", "H", "H", "H", "H", "H", "H", "H", "H", "H", "C", "O", "C", "C", "O", "C", "C", "O", "C", "H", "H", "H", "H", "H", "H", "H", "H", "H", "H", "H", "H", "H", "H"], "xyz": [[-6.3402, -4.0934, 0.2218], [-6.3149, -2.6724, -0.3806], [-4.7207, -2.2803, -1.2741], [-3.4591, -3.2799, -0.3333], [-4.3261, -0.4337, -1.0099], [-5.6947, 0.2335, -0.9736], [-6.6635, 0.0774, -1.9436], [-7.8928, 0.6721, -1.8689], [-8.2103, 1.4690, -0.7926], [-7.2612, 1.6325, 0.1906], [-6.0351, 1.0198, 0.1073], [-3.8314, -0.4264, 0.3489], [-2.5222, -0.0003, 0.2853], [-1.7225, -0.3654, 1.1094], [-2.3483, 0.9655, -0.9311], [-0.8220, 1.0783, -1.2068], [-0.1487, 2.3995, -0.8607], [-0.0760, 3.4489, -1.7531], [0.5380, 4.6382, -1.4737], [1.1594, 4.8151, -0.2574], [1.1225, 3.7907, 0.6489], [0.4715, 2.6033, 0.3650], [0.5160, 1.5479, 1.4539], [-2.9282, 2.2962, -0.3708], [-3.2177, 2.2812, 0.8618], [-3.0243, 3.3073, -1.0910], [-3.2047, 0.1091, -1.9518], [-2.3506, -1.0871, -2.0361], [-1.8401, -1.4930, -3.2547], [-0.6109, -1.0899, -3.7848], [-2.5295, -2.4057, -4.0072], [-3.7682, 1.0145, -3.5509], [-4.7908, -0.1020, -4.7294], [-2.3385, 1.8373, -4.4870], [-4.9531, 2.4645, -3.1830], [-5.8233, -4.0745, 1.1838], [-5.9689, -4.8631, -0.4575], [-7.3884, -4.3203, 0.4548], [-7.1110, -2.5615, -1.1210], [-6.5287, -1.9554, 0.4210], [-3.7076, -4.3283, -0.5107], [-2.4473, -3.0317, -0.6449], [-3.5880, -3.0620, 0.7326], [-6.4776, -0.5560, -2.8071], [-8.6372, 0.5061, -2.6423], [-9.1783, 1.9463, -0.6738], [-7.4625, 2.2544, 1.0576], [-5.3566, 1.1794, 0.9377], [-0.2458, 0.2930, -0.7140], [-0.6535, 0.9254, -2.2801], [-0.5358, 3.3445, -2.7312], [0.5151, 5.4175, -2.2295], [1.6704, 5.7533, -0.0583], [1.6239, 3.8969, 1.6076], [1.2788, 1.7661, 2.2045], [-0.4607, 1.5891, 1.9544], [0.5911, 0.5404, 1.0451], [0.0747, -1.6279, -3.3708], [-3.3220, -2.6985, -3.5232], [-5.0403, -1.0289, -4.2048], [-4.1453, -0.3136, -5.5900], [-5.6931, 0.4087, -5.0696], [-1.5429, 2.1420, -3.8062], [-2.6883, 2.7221, -5.0244], [-1.9028, 1.1255, -5.2019], [-5.9020, 2.3485, -3.7196], [-5.1406, 2.5976, -2.1155], [-4.5071, 3.4083, -3.5155], [8.2137, 1.2941, 3.6161], [6.9493, 1.5331, 4.1877], [6.1174, 2.3020, 3.3314], [4.6774, 2.2450, 3.7954], [3.9942, 1.0772, 3.3632], [4.3108, -0.1245, 4.0523], [3.6884, -0.2070, 5.4299], [4.4783, 0.4974, 6.3766], [3.7916, 0.6877, 7.5917], [8.7270, 2.2367, 3.3910], [8.8068, 0.7338, 4.3372], [8.1187, 0.6963, 2.7021], [6.1856, 1.9260, 2.3035], [6.4683, 3.3430, 3.3614], [4.1431, 3.0753, 3.3282], [4.5979, 2.3725, 4.8768], [5.3897, -0.2888, 4.0880], [3.8787, -0.9224, 3.4433], [3.6363, -1.2589, 5.7432], [2.6763, 0.2136, 5.3990], [2.9028, 1.3107, 7.4399], [4.4622, 1.2016, 8.2789], [3.5000, -0.2731, 8.0320], [1.4382, -2.8634, -0.3435], [2.7411, -2.3496, -0.5135], [3.2334, -1.7719, 0.6876], [4.7262, -1.5461, 0.5958], [5.4944, -2.7144, 0.8759], [5.5330, -3.6935, -0.1523], [6.4343, -3.3150, -1.3094], [5.7539, -2.4550, -2.2067], [6.6322, -1.8539, -3.1289], [0.7494, -2.0732, -0.0220], [1.1019, -3.2566, -1.3029], [1.4374, -3.6819, 0.3858], [3.0118, -2.4284, 1.5386], [2.7299, -0.8068, 0.8331], [5.0035, -0.8304, 1.3733], [5.0064, -1.1111, -0.3650], [4.5282, -3.9476, -0.4952], [5.9537, -4.5846, 0.3203], [6.7235, -4.2229, -1.8581], [7.3351, -2.8200, -0.9252], [7.3549, -1.2117, -2.6117], [6.0400, -1.2369, -3.8022], [7.1633, -2.6124, -3.7163]], "atomic_forces_ev_per_a": [[-0.633, 0.687, 0.105], [0.293, 0.155, 0.282], [0.404, -0.785, -1.634], [-0.851, 0.703, 0.532], [-1.760, -0.889, 1.066], [0.440, 0.528, 0.132], [0.493, -0.962, -1.177], [-0.994, 0.172, -0.232], [-0.350, 0.310, 0.338], [-0.330, 0.430, 0.473], [0.507, 0.215, 0.990], [1.292, 0.261, -0.945], [0.023, 0.473, 1.119], [-0.552, 0.071, -0.810], [0.086, -1.290, 1.431], [0.260, 0.666, -1.224], [-0.054, -0.251, 0.467], [-0.667, -0.346, -1.134], [0.088, 0.499, -0.426], [0.211, 0.829, -0.225], [0.320, 0.174, 0.405], [0.543, -0.951, 0.995], [-0.900, 0.405, -0.107], [-0.814, 1.786, 1.307], [0.410, -0.756, -0.711], [0.304, -0.917, -0.926], [0.756, -0.045, 1.619], [0.233, 0.358, -1.253], [0.012, -0.522, -0.611], [-0.232, -0.238, 0.512], [-0.087, -0.086, 0.298], [-1.162, 1.588, -0.690], [1.023, -0.036, 0.346], [0.268, -0.946, 0.064], [0.128, 0.022, 0.277], [0.250, -0.356, -0.268], [0.109, 0.048, 0.178], [0.167, -0.138, -0.077], [0.115, 0.010, 0.067], [0.095, -0.018, -0.125], [0.208, 0.088, -0.058], [-0.137, -0.075, -0.016], [0.340, -0.103, -0.070], [0.098, 0.068, 0.128], [0.176, -0.043, -0.036], [0.044, -0.069, -0.235], [-0.051, -0.051, -0.087], [0.256, -0.050, -0.325], [-0.501, -0.135, 0.035], [-0.054, -0.022, 0.177], [-0.022, -0.005, 0.176], [0.119, 0.012, 0.144], [-0.033, -0.122, 0.170], [-0.072, -0.025, -0.059], [0.129, -0.143, -0.251], [0.178, -0.231, 0.027], [0.228, 0.068, 0.261], [0.249, 0.339, -0.124], [-0.107, 0.181, -0.112], [-0.052, -0.044, -0.392], [-0.271, -0.278, 0.043], [0.081, -0.019, 0.128], [-0.166, 0.004, -0.098], [-0.123, -0.157, 0.079], [0.054, 0.224, 0.046], [0.090, -0.169, 0.154], [-0.104, 0.038, -0.188], [0.128, -0.208, 0.082], [-0.108, 0.010, 0.108], [-0.019, -0.150, -0.063], [0.125, 0.023, 0.391], [-0.144, 0.042, -0.234], [0.111, -0.029, 0.062], [-0.234, -0.028, -0.129], [0.337, -0.020, 0.153], [-0.036, 0.139, -0.005], [0.117, 0.012, -0.104], [0.041, -0.028, -0.087], [-0.033, 0.021, 0.029], [0.068, 0.073, -0.068], [-0.053, 0.053, -0.038], [-0.053, 0.037, -0.170], [-0.004, -0.042, -0.054], [0.193, -0.067, 0.032], [0.016, 0.043, 0.187], [-0.044, 0.044, 0.033], [-0.152, -0.027, -0.071], [-0.035, -0.066, -0.063], [-0.080, -0.084, 0.062], [0.036, -0.026, -0.031], [-0.091, 0.026, 0.033], [0.009, 0.206, -0.070], [0.137, -0.263, 0.042], [-0.095, 0.234, -0.434], [0.037, 0.028, 0.254], [-0.003, -0.013, -0.123], [0.152, -0.028, 0.227], [-0.336, 0.000, -0.255], [0.049, 0.123, 0.055], [-0.151, -0.034, 0.059], [-0.096, -0.104, 0.086], [0.057, 0.011, -0.022], [-0.104, 0.047, 0.067], [0.023, 0.027, 0.054], [0.024, -0.013, 0.208], [-0.013, -0.042, -0.005], [-0.157, -0.072, -0.089], [0.013, 0.119, -0.172], [0.036, 0.032, 0.017], [0.146, -0.034, 0.095], [0.034, -0.070, 0.047], [0.100, -0.049, -0.056], [-0.037, -0.034, 0.019], [0.089, 0.041, -0.003]]}

=====

Entry 3:
{"formula": "C4H7NO2", "method": "ωB97M-V/def2-TZVPD", "lumo_ev": [-1.5, -0.5], "charge": 0, "orbital_gap_ev": [8.06, 9.34], "e_homo_ev": [-9.60, -9.82], "species": ["O", "C", "C", "N", "C", "C", "O", "H", "H", "H", "H", "H", "H", "H"], "xyz": [[-0.9691, 1.1832, -1.5109], [-0.6829, 0.7391, -0.2212], [-0.9177, -0.8241, -0.1265], [0.3597, -1.4775, -0.1553], [1.2711, 0.5480, 1.3339], [0.8006, 0.7429, 0.0466], [1.4642, 0.3949, -0.9705], [-0.1546, 0.9795, -2.0091], [-1.3043, 1.2861, 0.4926], [-1.4103, -1.0312, 0.8379], [-1.6083, -1.1407, -0.9216], [0.1779, -2.4422, -0.4753], [2.3110, 0.2724, 1.4714], [0.6627, 0.7696, 2.2080]], "atomic_forces_ev_per_a": [[0.192, 0.128, -0.240], [-0.287, -0.394, 0.144], [-0.281, 0.489, 0.167], [-0.857, -2.019, 0.105], [0.754, 0.662, 1.009], [0.183, -0.537, -1.875], [0.116, 1.581, 0.912], [-0.187, 0.091, -0.029], [0.131, -0.054, -0.079], [0.101, -0.142, -0.088], [0.135, 0.162, 0.106], [0.113, 0.194, 0.070], [-0.168, -0.038, -0.006], [0.056, -0.125, -0.195]]}